Record 1
The following is a quantum chemistry calculation of C31H43Cl2ErN2P as an isolated structure in a non-equilibrium geometry, from OMol25.

The geometry in XYZ format:
```
80
Properties=species:S:1:pos:R:3:mulliken_charge:R:1
Er -2.060 -2.137 1.021 0.5918
Cl -0.634 -1.466 2.691 -0.6126
Cl -2.973 -1.363 -0.936 -0.6020
P 0.323 1.611 -0.011 0.3607
N -3.701 -3.200 2.074 -0.3421
N -7.588 -5.674 0.732 -0.5548
C -1.820 -3.946 0.840 0.1824
C -1.281 3.858 0.399 -0.7693
C 4.592 1.817 0.368 -0.9322
C 0.248 0.995 -4.175 -0.8512
C 0.418 3.501 -3.870 -0.9966
C 0.080 4.673 2.885 -0.7979
C 0.633 0.798 -2.702 -0.3435
C 3.216 2.151 -0.230 -0.5180
C -0.300 -5.808 0.266 -0.6064
C 0.192 2.001 -1.847 0.0057
C 1.370 -5.592 -1.465 -0.4795
C -1.525 5.240 1.022 -0.8218
C -4.969 -5.419 3.029 -0.2185
C 0.753 -6.348 -0.465 -0.4905
C -0.125 -3.750 -1.002 -0.0209
C 4.940 0.337 0.160 -0.6634
C 3.845 -0.575 0.729 -0.8834
C 0.832 2.300 -4.731 -0.6490
C -5.440 -4.793 1.866 0.2521
C 0.324 3.292 2.258 -0.7913
C -3.825 -4.954 3.668 -0.7078
C 2.469 -0.233 0.140 -0.6782
C -1.314 5.209 2.541 -0.7209
C 0.124 3.321 0.732 0.0404
C 0.924 -4.295 -1.732 -0.7815
C -4.748 -3.697 1.354 0.1137
C -3.225 -3.812 3.203 -0.1071
C -0.751 -4.494 0.022 0.2222
C 0.814 3.297 -2.399 -0.2045
C 2.125 1.252 0.371 0.4047
C -6.626 -5.271 1.231 -0.0236
H -2.027 3.146 0.781 0.3188
H 3.255 1.994 -1.315 0.1976
H 2.145 1.399 1.463 0.3872
H -4.978 -3.308 0.356 0.4358
H -0.497 -2.756 -1.241 0.1529
H 3.806 -0.454 1.822 0.3595
H 1.905 3.248 -2.324 0.0407
H -0.848 1.024 -4.257 0.3544
H -3.352 -5.496 4.472 0.4057
H -0.672 3.633 -3.933 0.3817
H 0.513 2.448 -5.770 0.3868
H -0.830 5.964 0.575 0.3158
H -2.074 4.557 2.996 0.3196
H 5.908 0.105 0.622 0.3877
H -0.899 2.089 -1.975 0.5207
H 0.191 -0.126 -2.310 -0.1400
H -1.425 3.911 -0.686 0.3126
H 1.391 -3.711 -2.521 0.3753
H 0.590 0.140 -4.771 0.3883
H 5.047 0.142 -0.917 0.2933
H 5.363 2.457 -0.079 0.3875
H 0.494 4.163 -1.809 0.2174
H 1.692 -0.866 0.585 0.0476
H 1.723 0.686 -2.632 0.1923
H 0.873 4.422 -4.256 0.3770
H 2.189 -6.015 -2.040 0.3444
H 2.475 -0.449 -0.936 0.2151
H 2.980 3.210 -0.067 0.2214
H 0.210 4.615 3.973 0.3946
H -1.455 6.209 2.967 0.3666
H 1.336 2.955 2.507 0.2567
H -0.780 -6.393 1.047 0.3199
H 1.092 -7.360 -0.261 0.3470
H -2.207 -3.595 3.527 0.3714
H 1.929 2.228 -4.742 0.3088
H 4.088 -1.627 0.535 0.4034
H 4.578 2.040 1.445 0.3520
H -2.539 5.583 0.784 0.3735
H -2.383 -4.688 1.414 -0.0453
H 0.871 4.004 0.300 0.2917
H -5.463 -6.288 3.426 0.4374
H 0.840 5.376 2.512 0.3208
H -0.372 2.562 2.695 0.2992
```

Computed properties:
E   -97781.4603 eV
LUMO level (spin up / spin down)   2.233 / 2.193 eV
Net charge   -1
<S²>   3.7552
Spin multiplicity   4
HOMO-LUMO gap (spin up / spin down)   4.99 / 4.90 eV



Record 2
The following is a quantum chemistry calculation of a 7-piece molecular cluster, C28H58N2O16S6 overall in a non-equilibrium geometry, from OMol25.

The geometry in XYZ format:
```
110
Properties=species:S:1:pos:R:3:mulliken_charge:R:1
S -4.792 -8.383 -1.192 1.2478
S -0.241 -2.957 -4.612 1.2322
S -6.355 -3.561 -0.561 1.0028
S 2.750 7.554 0.097 1.2045
S 6.934 6.902 3.913 1.3492
S -2.787 1.021 -1.272 1.0455
O -7.304 -3.763 0.512 -0.7299
O -1.522 1.466 3.731 -0.5419
O -3.914 -7.275 -1.484 -0.6409
O 2.286 7.269 -1.242 -0.6927
O -2.219 1.768 -0.169 -0.6354
O 1.850 7.963 1.154 -0.6794
O 7.201 5.882 2.925 -0.7606
O -6.134 -8.469 -1.721 -0.7321
O 0.716 -1.939 -4.246 -0.7161
O -1.513 -3.098 -3.939 -0.5514
O -5.410 -2.466 -0.557 -0.4916
O 3.276 1.917 1.624 -0.5342
O -3.690 1.624 -2.226 -0.7334
O 0.355 1.894 1.459 -0.4221
O 1.671 2.561 3.235 -0.4475
O 5.941 7.933 3.712 -0.7122
N 4.108 2.894 3.571 -0.5054
N 1.307 4.141 1.417 -0.4410
C 6.627 6.104 5.479 -0.7041
C 8.006 5.970 6.111 -0.5914
C -4.840 -8.617 0.582 -0.6519
C -5.462 -5.084 -0.854 -0.4359
C -6.374 -4.394 -3.040 -0.6336
C -0.514 3.666 3.067 -0.9335
C 2.975 2.430 2.717 0.5445
C 0.576 -4.543 -4.612 -0.7948
C -3.925 -9.897 -1.568 -0.8330
C 0.735 3.039 2.245 1.0260
C 4.089 8.731 0.007 -0.9157
C -7.233 -3.543 -2.113 -0.7931
C -3.523 -0.477 -0.627 -0.7321
C 8.714 7.302 5.849 -0.6121
C -2.703 -1.635 -1.198 -0.1355
C -3.193 -10.242 -0.278 -0.5104
C -5.940 -5.607 -2.211 -0.5181
C 5.176 6.682 0.749 -0.1930
C -0.535 -2.885 -6.376 -0.7671
C 0.077 -5.224 -5.880 -0.5531
C 5.127 8.193 0.984 -0.4157
C -1.288 -1.114 -1.452 -0.4737
C 8.487 7.661 4.379 -0.7545
C 3.733 6.181 0.687 -0.5533
C 0.100 -4.146 -6.967 -0.5984
C -4.193 -9.978 0.850 -0.7251
C -1.811 2.721 3.080 -0.1178
C -1.460 0.223 -2.158 -0.8055
H 0.327 -5.090 -3.704 0.3905
H -3.256 -9.742 -2.414 0.3795
H -4.671 -10.656 -1.813 0.3725
H -4.397 -4.853 -0.868 0.2961
H -2.131 2.561 1.991 0.0166
H -0.428 -4.469 -7.866 0.3202
H 9.780 7.245 6.080 0.3177
H -3.712 -9.998 1.830 0.3318
H 5.737 6.169 1.532 -0.1493
H 4.583 3.650 3.044 0.2085
H -0.565 0.844 -2.126 0.5313
H 8.561 5.157 5.631 0.2904
H -3.462 -0.442 0.462 0.2868
H -2.703 -2.489 -0.519 0.4617
H 5.986 6.763 6.069 0.3823
H -4.564 -0.530 -0.938 0.4262
H -5.491 -3.829 -3.357 0.2254
H -4.274 -7.807 1.045 0.3725
H 4.815 8.395 2.009 0.2550
H -1.614 -2.867 -6.538 0.3868
H 8.280 8.076 6.489 0.2968
H -0.702 -1.811 -2.053 0.0233
H -0.948 -5.580 -5.735 0.2763
H -0.248 3.884 4.165 0.2518
H 6.133 5.146 5.318 0.3065
H 9.269 7.249 3.741 0.3936
H -1.933 0.730 3.242 0.3166
H -5.679 -5.789 -0.052 0.2019
H -7.355 -2.517 -2.460 0.4431
H 7.939 5.750 7.178 0.3669
H -1.785 0.084 -3.191 0.2858
H 4.470 8.724 -1.017 0.3537
H -4.961 -10.758 0.846 0.3031
H -2.690 3.234 3.601 0.3191
H -2.846 -11.277 -0.279 0.3595
H -8.210 -4.003 -1.949 0.3728
H -5.162 -6.176 -2.709 0.4201
H 5.679 6.478 -0.203 0.3477
H -0.378 2.121 0.850 0.2674
H -0.083 -1.980 -6.780 0.3680
H 0.703 4.324 0.595 0.2216
H -2.321 -9.592 -0.157 0.2757
H -0.770 -0.971 -0.498 0.3640
H -3.144 -1.967 -2.143 -0.0023
H 1.136 -3.939 -7.251 0.2974
H -6.924 -4.692 -3.935 0.3950
H 8.419 8.740 4.235 0.3463
H 1.198 4.995 1.991 0.2415
H 1.652 -4.363 -4.660 0.3685
H 0.698 -6.081 -6.146 0.3550
H 4.808 2.136 3.618 0.3322
H 3.728 9.725 0.267 0.4440
H 3.365 5.901 1.674 0.2013
H -6.794 -6.274 -2.068 0.2245
H -5.876 -8.589 0.921 0.4180
H 3.628 5.341 0.000 0.3853
H 6.103 8.659 0.830 0.4600
H -0.862 4.655 2.593 0.3630
```

Computed properties:
E   -130725.0883 eV
SMILES   NC(=O)O[C@@](N)(O)CCO.O=S1(=O)CCCC1.O=S1(=O)CCCC1.O=S1(=O)CCCC1.O=S1(=O)CCCC1.O=S1(=O)CCCC1.O=S1(=O)CCCC1
LUMO level   0.140 eV
Net charge   0
Spin multiplicity   1
HOMO-LUMO gap   8.95 eV



Record 3
The following is a quantum chemistry calculation of C32H35N6P2PdSe2 as an isolated structure in a non-equilibrium geometry, from OMol25.

The geometry in XYZ format:
```
78
Properties=species:S:1:pos:R:3:mulliken_charge:R:1
Pd 0.404 -0.067 -0.050 0.4104
Se 3.755 -0.278 -5.821 -0.2173
Se 2.809 0.037 0.138 -0.4037
P 1.637 -0.295 -5.842 0.8363
P 2.908 -0.063 -2.038 0.3940
N -1.401 -1.424 0.054 0.0615
N 0.203 0.014 -2.146 1.2976
N -0.005 -0.004 2.157 -0.3068
N -0.861 -0.025 -2.916 -1.0219
N -1.366 1.389 0.138 -0.1290
N -0.473 -0.119 -4.159 -0.6851
C 0.201 -1.973 -7.597 -0.4265
C -2.642 0.729 0.414 -0.8047
C 0.973 1.051 -6.853 0.4956
C -2.654 -0.694 -0.174 -0.8606
C 4.979 -1.747 -2.949 -0.1781
C 1.394 -3.016 -5.774 -0.1400
C 3.880 1.363 -2.552 0.7559
C 3.695 -1.643 -2.433 0.9353
C 5.393 3.600 -3.143 -0.5461
C 0.994 -1.871 -6.462 0.3471
C 5.520 -3.003 -3.175 -0.7606
C 4.784 -4.143 -2.891 -0.5909
C 0.218 3.154 -8.494 -0.4896
C 3.500 -4.037 -2.371 -0.6073
C 1.335 -0.050 -2.902 -0.5242
C -1.187 -2.075 1.350 -0.8087
C -0.469 1.375 2.460 -0.6987
C 2.956 -2.787 -2.135 -0.6368
C -0.976 -1.078 2.488 -0.6296
C 1.469 1.135 -8.155 -0.4817
C 5.914 2.618 -2.310 -0.8598
C 1.081 2.179 -8.976 -0.7784
C 0.226 -4.368 -7.375 -0.5242
C 1.004 -4.263 -6.229 -0.7041
C 4.116 3.471 -3.667 -0.7781
C 0.105 2.025 -6.372 -0.3051
C -0.265 3.078 -7.197 -0.7570
C 0.877 -0.142 -4.219 0.4451
C -0.783 2.208 1.205 -0.6921
C 3.355 2.351 -3.377 -0.1362
C -0.178 -3.228 -8.053 -0.6945
C 5.153 1.505 -2.001 -0.4838
H -2.762 -0.605 -1.254 0.3752
H -0.790 -3.314 -8.941 0.4016
H -1.425 3.048 1.499 0.4055
H -0.298 1.956 -5.373 0.4083
H -1.302 -2.117 -0.675 0.2543
H -3.480 1.276 -0.022 0.5381
H 3.713 4.241 -4.311 0.4464
H -0.064 -5.344 -7.743 0.3852
H 5.211 -5.120 -3.075 0.4103
H 2.931 -4.930 -2.145 0.4504
H -1.351 1.326 3.099 0.3327
H -1.417 1.913 -0.726 0.2938
H -0.126 -1.083 -8.118 0.3899
H 1.464 2.240 -9.986 0.4042
H -3.515 -1.243 0.222 0.4323
H 6.517 -3.088 -3.586 0.4277
H 5.988 4.472 -3.382 0.4063
H 0.296 1.911 3.019 0.4582
H 0.148 2.621 0.819 0.3977
H 6.906 2.727 -1.892 0.4218
H -0.935 3.842 -6.823 0.4109
H -2.804 0.706 1.490 0.2503
H 0.875 -0.183 2.620 0.4069
H 5.541 -0.856 -3.193 0.5915
H 2.366 2.244 -3.802 0.3292
H 1.315 -5.153 -5.697 0.4424
H -0.077 3.977 -9.132 0.4027
H -0.285 -2.680 1.255 0.3562
H 2.172 0.389 -8.507 0.4480
H -1.928 -0.624 2.756 0.2836
H 1.957 -2.689 -1.724 0.1925
H -0.642 -1.644 3.358 0.4551
H 2.026 -2.923 -4.897 0.1895
H 5.536 0.744 -1.330 0.5115
H -2.017 -2.739 1.621 0.3722
```

Computed properties:
E   -195438.1888 eV
LUMO level (spin up / spin down)   -3.709 / -3.694 eV
Net charge   +1
Spin multiplicity   1
HOMO-LUMO gap (spin up / spin down)   6.06 / 6.07 eV